96
Properties=species:S:1:pos:R:3 method="wB97M-V/def2-TZVPD" e_homo_ha="-0.3612 / -0.3610" relative_energy_kcal_mol=19.0 gap_ha="0.200 / 0.203" max_force_ev_per_a=1.68 charge=+1 mol_weight_g_mol=1046.80
H -2.653 -3.147 5.172
H -2.936 0.089 7.950
C -1.076 1.844 -3.373
C 1.505 -3.613 -1.098
Ru 0.417 -0.031 0.544
C -2.303 -0.757 1.645
H 5.830 3.129 -0.999
H 1.710 0.880 -1.786
N 3.460 -2.078 -0.765
C -1.733 -5.752 3.354
C -8.447 0.909 -0.637
H 0.207 2.654 1.155
H -7.348 -0.041 -2.221
O -0.244 -2.747 0.219
H -3.294 -2.286 7.390
C -1.075 2.763 -1.188
H -2.596 3.180 -2.632
C -2.627 -6.136 2.361
O 0.760 -1.315 -1.143
Se 0.701 -1.348 2.724
C -2.097 0.580 6.035
O 4.102 -1.753 1.591
H -1.938 1.623 6.280
H -7.084 -5.131 0.908
P -1.447 -1.768 2.820
C -2.789 -3.862 1.596
H -7.586 0.831 2.641
N -1.555 -0.019 0.756
P -5.235 -0.719 2.218
C -7.404 0.152 -1.157
C 0.740 1.328 -1.951
C 7.256 0.057 -1.016
H -3.183 -3.131 0.903
C 0.703 2.040 0.412
H 9.250 1.716 -1.559
C -6.095 -5.196 2.812
C -1.754 0.107 4.784
C -5.129 -3.128 3.571
H 0.546 0.592 -3.974
H -5.613 -0.933 -0.732
H -5.069 -4.960 4.687
C 6.204 -0.691 -0.526
C 4.860 1.323 -0.388
H -4.620 -2.543 4.327
H 3.927 1.807 -0.139
C 0.118 1.186 -3.177
C -5.555 -2.497 2.402
C -6.527 -4.571 1.651
C 5.931 2.055 -0.873
O 2.583 -0.093 0.608
H -3.832 -5.499 0.699
F -1.688 1.698 -4.533
H -6.317 -6.246 2.976
H 1.106 -4.578 -0.801
Se -5.193 0.296 4.068
N -2.386 0.684 -0.007
H 6.300 -1.762 -0.380
C 0.134 2.072 -0.915
H -9.205 1.313 -1.299
C 7.143 1.438 -1.185
C -2.654 -0.283 6.972
S 3.713 -1.019 0.428
C 8.309 2.253 -1.679
H -6.625 -2.735 0.546
H -1.521 3.378 -0.416
C -1.960 -1.237 4.464
C -8.520 1.144 0.727
C -1.369 -4.421 3.476
H 3.573 -4.166 -0.905
C -2.857 -1.617 6.659
H -9.334 1.726 1.139
C -1.914 -3.476 2.605
H -1.337 0.781 4.049
C -2.500 -2.102 5.409
C -1.666 2.670 -2.413
H 8.190 -0.437 -1.265
C -3.624 -0.488 1.367
H 8.375 3.198 -1.139
C -3.146 -5.196 1.480
H 2.872 -3.578 0.591
H 1.587 -3.574 -2.187
H -0.657 -4.118 4.236
H -2.915 -7.177 2.268
C -7.539 0.640 1.577
N -3.613 0.415 0.338
C -6.263 -3.221 1.443
C -6.428 -0.355 -0.314
C -6.485 -0.100 1.059
C 2.898 -3.426 -0.483
H -1.317 -6.491 4.029
H 1.783 2.091 0.481
C 5.011 -0.048 -0.212
H 8.193 2.490 -2.740
H 3.043 -1.622 -1.573
C -5.395 -4.476 3.773
C 0.579 -2.521 -0.642

***

42
Properties=species:S:1:pos:R:3 method="wB97M-V/def2-TZVPD" e_homo_ha="-0.2688 / -0.2688" relative_energy_kcal_mol=30.5 gap_ha="0.240 / 0.240" max_force_ev_per_a=2.10 mol_weight_g_mol=581.49
H -6.170 -2.265 0.385
N -0.023 0.148 0.577
C 4.653 -0.526 -1.082
H -0.111 -2.348 1.747
H -3.867 0.716 2.464
H 6.652 1.787 -1.482
C 6.442 1.179 -0.600
O 0.101 -0.291 -1.861
C 5.009 0.726 -0.591
Te -3.686 2.383 -1.324
Pd -1.524 1.245 -0.516
O 0.749 -2.145 -0.406
H 7.124 0.330 -0.615
S 0.687 -0.718 -0.599
H 3.067 -1.930 -1.448
H -2.945 -0.699 -2.058
H -2.003 -3.076 3.200
C -5.509 -1.569 -0.104
H -0.899 3.568 -1.631
C 2.347 -0.108 -0.584
N -2.030 0.421 1.585
H 6.670 1.784 0.277
C -0.946 -1.702 1.959
C 2.683 1.138 -0.078
H 1.915 1.761 0.360
C -4.418 -1.856 -0.868
C -4.412 0.471 -0.981
H 0.111 2.365 -2.077
C -3.793 -0.687 -1.381
H 0.361 3.154 -0.646
N -0.348 2.795 -1.274
C -3.056 0.008 2.343
H 4.265 2.519 0.316
C -1.011 -0.422 1.401
H 5.421 -1.189 -1.462
C -2.005 -2.092 2.748
C -3.083 -1.225 2.951
S -5.758 0.118 0.023
H -4.071 -2.859 -1.065
C 3.333 -0.951 -1.077
C 4.005 1.549 -0.090
H -3.927 -1.508 3.563

***

10
Properties=species:S:1:pos:R:3 method="wB97M-V/def2-TZVPD" e_homo_ha=-0.3598 relative_energy_kcal_mol=45.9 gap_ha=0.391 max_force_ev_per_a=2.10 smiles="Cl[C@@H]1C=NOC1" mol_weight_g_mol=105.52
N -0.022 -1.001 -1.395
C 0.049 0.733 0.191
C 0.241 0.251 -1.237
H -0.764 -0.848 1.615
H 0.360 0.857 -2.120
O -0.104 -1.599 -0.195
Cl -1.499 1.585 0.259
H 0.783 1.463 0.518
H 0.932 -0.793 1.470
C 0.025 -0.649 0.895

***

12
Properties=species:S:1:pos:R:3 method="wB97M-V/def2-TZVPD" e_homo_ha="-0.4803 / -0.4803" relative_energy_kcal_mol=156.4 gap_ha="0.316 / 0.316" max_force_ev_per_a=1.81 charge=+1 mol_weight_g_mol=88.09
C 1.443 -0.874 -0.539
N 1.655 0.308 -0.031
H -1.473 0.973 -0.670
H 1.224 -0.918 -1.598
N -0.759 -0.591 0.895
H 2.085 -1.668 -0.175
O -0.164 -1.360 0.207
N -1.891 0.309 -0.017
C 1.330 1.204 0.653
H 1.471 2.158 1.084
H -2.509 -0.335 -0.521
H -2.414 0.795 0.714

***

18
Properties=species:S:1:pos:R:3 method="wB97M-V/def2-TZVPD" e_homo_ha=-0.3340 relative_energy_kcal_mol=15.2 gap_ha=0.345 max_force_ev_per_a=1.37 smiles="O=CCCSS.O.O" mol_weight_g_mol=158.24
C -0.908 -1.893 -0.046
O 2.453 1.689 0.156
H -1.496 -2.626 0.502
H -1.638 -0.190 1.083
H -1.087 -1.516 -2.312
S -0.057 0.405 3.541
H -0.524 0.200 -0.096
O -2.840 -1.810 -1.399
H 0.045 -2.401 -0.241
S 0.665 -0.586 1.915
H 0.732 2.576 -2.105
O 0.736 1.722 -2.531
H 2.637 2.582 0.454
H 1.574 1.363 -2.173
H 2.417 1.135 0.921
H -0.370 1.572 3.030
C -1.644 -1.661 -1.368
C -0.695 -0.563 0.669

***

180
Properties=species:S:1:pos:R:3 method="wB97M-V/def2-TZVPD" e_homo_ha=-0.3082 relative_energy_kcal_mol=159.7 gap_ha=0.320 max_force_ev_per_a=4.77 smiles=COCCNCCOC.COCCNCCOC.COCCNCCOC.CC(C)O.CC(C)O.CC(C)O.CC(C)O.CC(C)O.CC(C)O.CC(C)O.CC(C)O.CC(C)O mol_weight_g_mol=940.44
C 4.466 -3.959 2.251
H -4.851 0.173 -3.958
C 0.572 0.961 -7.321
H -5.187 2.013 1.798
H -0.451 0.923 1.523
H -3.086 6.622 5.067
C 0.242 5.930 -4.122
H -0.153 6.916 -3.879
C 1.545 -4.588 2.324
H -4.801 -0.118 5.794
C -0.354 3.633 -3.958
H 3.914 1.684 3.319
C -3.775 4.865 3.868
H 4.496 3.346 -0.652
H -0.395 -3.418 3.883
C 2.231 -0.654 -3.095
O 0.054 0.842 -8.660
H 5.999 0.597 -2.598
C -5.981 2.751 -0.030
C -0.402 1.235 -6.239
O -4.067 5.781 2.924
H 6.720 0.659 -5.512
H 2.599 -2.014 -1.136
H -6.740 1.403 1.477
H -1.764 -2.276 2.045
H -3.308 3.998 3.400
H 0.322 -4.720 -3.082
H -3.848 2.973 -0.219
H -2.487 4.974 5.508
H 2.290 -6.420 1.500
H 4.690 -5.771 1.745
H -6.842 3.322 0.318
N 3.946 -5.121 1.532
H 2.912 -5.985 3.154
H -6.165 2.058 6.724
H -2.838 1.132 3.060
H 6.152 -0.088 -7.532
H 1.657 -0.352 -3.971
H 0.135 1.091 -5.301
C -3.475 -3.097 2.100
C 1.230 -0.398 -7.061
H 5.387 -0.340 -4.957
H 0.716 -2.440 0.635
H -1.451 0.387 4.066
H -2.731 -4.631 -2.839
H 0.564 2.084 -2.750
H -6.306 1.144 8.229
C 6.814 -1.369 -6.210
H 7.051 -3.258 -5.058
H 0.888 -3.491 -2.014
H -4.032 2.104 6.344
H 2.209 5.177 4.336
H -5.516 -1.952 -3.932
H 2.397 4.124 -0.875
H -3.840 1.270 9.049
H 8.317 -6.165 3.081
C 6.460 -0.335 -5.147
C -4.159 -2.668 0.753
H -1.288 3.080 -4.053
H -4.425 4.036 0.932
H 0.172 3.501 -4.903
H -3.079 -4.984 3.219
C 4.070 3.113 -1.628
C -4.235 -0.356 -3.231
H 3.184 -0.130 -3.179
H 1.754 0.277 1.001
C -2.757 5.651 4.698
N 0.569 -1.460 0.832
O 6.133 -1.038 -7.396
H -2.152 -0.377 -2.525
H -3.848 -3.228 -0.130
O 4.476 1.818 -2.254
H 0.010 3.450 -1.749
H -4.882 4.644 5.630
H 7.897 -1.355 -6.329
H -6.478 2.896 -2.014
H 4.263 -4.038 3.319
H 0.800 -2.187 3.411
C -4.264 -0.047 6.740
O -3.421 1.596 8.249
C -4.705 3.621 -0.036
H 2.961 1.545 4.874
H -4.930 0.716 -1.833
H 2.380 -1.731 -3.169
H -3.224 -0.342 6.601
C -4.468 -1.846 -3.654
H 3.578 4.138 2.903
C 2.270 3.130 3.557
H 0.714 -2.855 5.071
C 2.703 -5.641 2.141
H 3.625 -0.751 -0.594
H -5.424 0.792 0.405
C -5.695 1.867 7.689
O -6.089 2.290 -1.379
H -5.850 5.488 4.396
H -1.202 -1.647 0.053
O -2.058 -3.169 1.851
H 8.353 -4.405 3.453
H 0.726 4.274 4.577
H 1.727 -3.759 1.641
C 1.869 -0.764 0.699
H 0.503 -1.146 -7.379
C -2.736 0.074 -3.327
C 0.530 3.170 -2.666
C 3.386 2.205 4.117
C 2.557 3.270 -1.533
C 7.963 -5.176 2.789
H -5.535 3.681 4.332
H 6.361 -2.962 2.730
H -4.059 -5.157 1.735
H -4.737 4.366 -0.830
H -5.245 -2.721 0.823
H -1.624 -6.055 -2.669
H -1.182 0.481 -6.338
H -1.518 -3.240 -1.155
H 2.559 -1.274 1.372
H -2.095 0.625 0.679
C -3.838 -4.518 2.590
H -0.894 2.203 -6.335
C 0.635 -3.084 4.008
H 4.478 3.945 -2.202
H -2.990 -0.480 3.752
H -3.924 -2.104 -4.563
C -4.321 1.461 7.175
H -0.462 -0.390 -0.771
H -3.632 -2.417 2.937
H -2.854 -5.505 -1.452
H 2.101 -0.486 -7.710
H 6.291 -3.415 -6.684
H -5.803 2.792 8.255
H -2.573 1.152 -3.329
H -3.948 -1.626 0.514
H -4.732 -0.754 7.425
C 6.016 -3.867 2.229
C -5.150 4.671 4.573
C 5.614 1.214 -1.785
C -5.800 1.639 0.978
O 1.870 -0.352 -1.721
C -0.009 -3.844 -2.524
O 2.768 3.811 2.505
H -0.077 1.745 -8.957
H 6.296 -3.692 1.191
O -0.565 -4.748 -0.424
H 1.111 5.872 -3.466
O -1.799 -0.586 2.280
O -4.625 -0.191 -1.913
H 4.232 2.757 4.526
C -1.225 0.227 1.200
H 7.135 -0.669 -4.359
C 1.812 4.184 4.545
H 5.498 -2.859 -5.268
H 1.555 -0.547 -6.031
C 2.572 -1.015 -0.701
C -0.532 -0.807 0.234
H 6.337 1.886 -1.324
C -2.278 0.250 3.369
H 5.227 0.609 -0.965
H -1.778 5.810 4.246
O 6.581 -5.089 2.874
C 6.436 -2.772 -5.816
H 0.555 -5.033 2.221
H 1.457 2.542 3.131
H -4.231 -2.527 -2.837
O 1.666 -4.026 3.638
H -2.310 -0.298 -4.259
H 2.367 3.097 -3.537
H 4.004 -3.063 1.835
H 2.008 4.001 5.602
C -1.103 -4.161 -1.567
H -1.138 -4.618 0.336
H 1.293 1.778 -7.362
H -4.770 -4.475 3.152
O -0.757 4.964 -3.822
H -3.251 6.078 2.515
H -0.420 -3.110 -3.217
C -2.091 -5.206 -2.170
H 8.363 -4.847 1.829
N 1.930 3.615 -2.789
H 0.683 5.924 -5.119
H 2.133 2.453 -0.950

***

12
Properties=species:S:1:pos:R:3 method="wB97M-V/def2-TZVPD" e_homo_ha=-0.3254 relative_energy_kcal_mol=30.2 gap_ha=0.316 max_force_ev_per_a=2.66 smiles="CC(=S)S/C=C/Cl" mol_weight_g_mol=152.67
H 1.667 -2.043 1.250
H -0.896 1.951 0.271
C -0.347 1.628 -2.020
S -1.753 -0.867 0.585
H 0.445 1.179 -2.710
C -0.287 1.570 -0.646
C 0.667 -1.788 1.506
H 0.066 -2.705 1.578
Cl -1.313 2.888 -2.750
S 0.947 0.375 -0.159
C -0.138 -0.810 0.613
H 0.942 -1.379 2.484

***

28
Properties=species:S:1:pos:R:3 method="wB97M-V/def2-TZVPD" e_homo_ha=-0.4793 relative_energy_kcal_mol=38.9 gap_ha=0.310 max_force_ev_per_a=5.10 charge=+1 mol_weight_g_mol=227.32
H 4.617 -1.394 0.952
C -3.977 -0.792 -1.042
P 1.699 0.463 -0.529
C -2.277 0.658 0.047
O 1.750 -0.885 0.366
H 0.059 -0.555 -2.211
C -0.525 2.660 1.113
N -3.025 1.597 0.333
N -2.554 -0.508 -0.561
S 2.835 2.019 -0.342
H -4.147 -1.807 -1.337
H 4.093 -2.351 2.186
H -1.083 3.219 0.292
C 2.473 -1.204 1.602
H 1.936 -1.899 2.100
H -4.371 -0.142 -1.844
H 1.447 0.485 -3.052
H -4.007 1.604 -0.055
H -1.050 2.770 2.152
H 2.564 -0.204 2.150
H 1.827 -1.071 -2.405
C 1.118 -0.270 -2.222
H -4.835 -0.755 -0.346
C 3.797 -1.953 1.246
S -0.544 0.909 0.792
H -1.773 -1.002 -1.026
H 3.504 -2.666 0.471
H 0.449 3.073 1.171

***

14
Properties=species:S:1:pos:R:3 method="wB97M-V/def2-TZVPD" e_homo_ha=-0.3568 relative_energy_kcal_mol=49.9 gap_ha=0.389 max_force_ev_per_a=0.49 mol_weight_g_mol=88.11
H 0.888 -1.144 -1.876
H -0.739 -1.480 -1.202
C 0.320 1.245 -0.855
H -0.640 -1.178 2.767
O -0.407 0.509 -1.849
H -1.487 -0.308 0.778
H 1.519 -0.229 0.358
H 1.255 1.657 -1.258
H -0.274 2.059 -0.420
C 0.059 -0.731 -1.287
C -0.469 -0.109 1.155
O -0.033 -1.138 2.019
C 0.508 -0.017 -0.003
H -0.499 0.864 1.674

***

70
Properties=species:S:1:pos:R:3 method="wB97M-V/def2-TZVPD" e_homo_ha="-0.3882 / -0.3885" relative_energy_kcal_mol=22.6 gap_ha="0.218 / 0.224" max_force_ev_per_a=3.00 charge=+1 mol_weight_g_mol=818.65
C 3.377 0.948 0.092
C 2.562 3.059 0.835
H -1.388 3.838 1.081
C -1.295 0.902 4.808
I -2.251 -2.590 8.064
H 4.293 1.338 0.554
H 3.433 1.021 -1.011
H -2.884 -4.634 -1.468
C 2.309 1.590 -3.295
N -0.436 -0.252 -1.609
C -2.786 1.791 -1.915
O 0.365 -3.266 0.981
H 3.183 -0.129 0.291
C -1.051 -4.170 -2.239
C 1.458 -1.027 -2.946
O -0.773 1.555 2.568
O -1.005 3.191 4.150
C -1.931 -0.289 4.423
N -2.293 -3.819 -1.627
H -2.250 -0.402 3.392
H 0.428 2.127 -2.210
H 2.682 2.587 -3.390
O -1.695 2.306 -1.102
C -0.992 1.086 6.180
H -2.662 2.113 -2.964
H -2.838 -2.141 5.076
C -1.320 0.085 7.103
H 3.994 0.775 -4.217
C 1.314 3.789 1.211
H 0.087 -4.678 -5.395
C -1.050 2.019 3.837
O 2.245 1.660 0.575
C 1.114 1.350 -2.562
O 0.405 3.458 0.152
N -0.975 -1.388 -1.705
H -2.631 4.112 -0.966
C 2.645 -0.739 -3.597
C -1.864 -1.062 6.701
H -1.952 -3.951 -4.135
H -0.699 5.268 0.279
C 0.635 -2.149 0.911
H 0.898 3.534 2.238
H 0.033 -4.505 -0.390
C 3.067 0.594 -3.760
H 1.074 -2.031 -2.791
Ce -0.136 0.920 0.561
H -1.142 0.261 8.159
N 0.913 -0.965 0.882
S -2.373 -0.540 0.519
C -1.088 -4.276 -3.625
H 2.943 3.508 -0.108
H 3.437 3.105 1.489
C -0.802 4.135 0.193
C 0.715 0.017 -2.419
H -1.155 4.050 -1.983
H -2.778 0.743 -1.707
C -1.931 -1.665 -0.783
C 1.185 -4.901 -2.154
H 2.205 -5.199 -3.978
H 1.560 4.882 1.227
C 0.071 -4.697 -4.319
H 2.094 -5.115 -1.609
H -0.586 2.020 6.483
C 1.239 -4.982 -3.590
H 3.267 -1.569 -3.886
C 0.033 -4.516 -1.474
C -2.252 -1.241 5.355
N -2.631 -2.810 -0.897
H -3.725 2.258 -1.501
C -1.645 3.701 -1.044